Below is a cluster of 9 separate species, C43H58I2N9O2 in total, with properties calculated with wB97M-V/def2-TZVPD.

Calculated values
HOMO energy (alpha / beta): -7.9819 / -7.9822 eV
gap between HOMO and LUMO (alpha / beta): 0.2871 / 0.2777 hartree
LUMO energy (alpha / beta): -0.006 / -0.016 Eh

```
! wB97M-V def2-TZVPD RIJCOSX def2/J DEFGRID3
* xyz 0 2
C 3.43 -1.76 -4.94
C 2.58 -0.87 -5.87
C 3.19 -0.99 -7.28
C 1.15 -1.39 -5.99
C 0.20 -1.05 -4.85
I 0.52 -2.24 -3.09
C -1.23 -1.37 -5.40
C -2.37 -0.76 -4.62
O -2.80 0.36 -4.83
I -3.37 -1.93 -3.08
C 0.27 0.45 -4.59
C 1.65 1.12 -4.54
C 2.19 1.16 -3.09
C 1.44 2.59 -4.95
N 2.65 0.57 -5.50
O 3.85 0.88 -5.17
H 4.42 -1.89 -5.33
H 2.96 -2.74 -4.92
H 3.43 -1.42 -3.91
H 4.26 -1.03 -7.23
H 2.79 -1.86 -7.81
H 2.92 -0.10 -7.85
H 0.70 -0.94 -6.88
H 1.20 -2.46 -6.17
H -1.29 -1.01 -6.42
H -1.34 -2.45 -5.42
H -0.21 0.66 -3.64
H -0.34 0.93 -5.35
H 1.37 1.34 -2.41
H 2.74 0.27 -2.81
H 2.86 2.01 -3.00
H 0.83 2.62 -5.85
H 0.98 3.16 -4.16
H 2.40 3.01 -5.23
N -3.64 -0.10 0.34
C -3.39 1.18 -0.07
C -3.55 2.00 1.01
C -3.91 1.18 2.11
C -3.96 -0.11 1.66
H -3.59 -0.91 -0.26
H -3.12 1.39 -1.09
H -3.42 3.07 1.01
H -4.11 1.51 3.12
H -4.19 -1.03 2.17
N 0.32 1.71 3.98
C 1.66 1.52 3.75
C 1.81 1.17 2.43
C 0.51 1.15 1.85
C -0.38 1.49 2.83
H -0.08 1.97 4.86
H 2.38 1.65 4.53
H 2.75 0.96 1.94
H 0.26 0.92 0.83
H -1.45 1.59 2.80
N 2.82 -1.71 5.72
C 1.56 -1.25 5.98
C 1.06 -1.97 7.03
C 2.06 -2.90 7.42
C 3.13 -2.72 6.60
H 3.42 -1.36 5.00
H 1.13 -0.45 5.40
H 0.08 -1.85 7.47
H 1.99 -3.62 8.22
H 4.09 -3.21 6.56
N -7.48 -3.26 3.95
C -7.81 -2.68 5.15
C -7.23 -1.43 5.18
C -6.54 -1.26 3.95
C -6.71 -2.40 3.22
H -7.77 -4.17 3.66
H -8.41 -3.19 5.87
H -7.30 -0.73 5.99
H -5.98 -0.39 3.64
H -6.36 -2.67 2.24
N 5.14 3.19 -6.42
C 4.47 3.28 -7.61
C 4.97 4.35 -8.30
C 5.99 4.93 -7.50
C 6.07 4.19 -6.35
H 4.97 2.49 -5.72
H 3.69 2.58 -7.85
H 4.64 4.69 -9.27
H 6.59 5.79 -7.74
H 6.71 4.29 -5.49
N -6.41 2.03 6.79
C -5.27 2.66 7.24
C -5.32 2.68 8.61
C -6.53 2.04 9.00
C -7.17 1.65 7.86
H -6.64 1.88 5.83
H -4.54 3.04 6.55
H -4.57 3.11 9.26
H -6.88 1.88 10.01
H -8.11 1.13 7.71
N -0.50 1.60 10.51
C -0.35 1.02 9.28
C -1.59 0.62 8.86
C -2.52 0.96 9.89
C -1.81 1.57 10.89
H 0.25 1.99 11.06
H 0.61 0.95 8.81
H -1.81 0.12 7.93
H -3.58 0.78 9.88
H -2.13 1.97 11.83
N 5.40 -4.74 -9.22
C 6.53 -4.08 -8.83
C 6.53 -4.05 -7.46
C 5.36 -4.71 -7.01
C 4.68 -5.13 -8.13
H 5.14 -4.91 -10.17
H 7.23 -3.69 -9.55
H 7.29 -3.59 -6.84
H 5.05 -4.87 -5.99
H 3.75 -5.67 -8.23
*
```

---

Below is a structure of composition C43H58N5O6RuSSiTe, with properties calculated with wB97M-V/def2-TZVPD.

Calculated values
HOMO energy (alpha / beta): -3.8742 / -5.1919 eV
gap between HOMO and LUMO (alpha / beta): 0.2250 / 0.2713 hartree
LUMO energy (alpha / beta): 0.083 / 0.080 Eh

```
! wB97M-V def2-TZVPD RIJCOSX def2/J DEFGRID3
* xyz -1 5
Ru 0.90 0.23 -0.44
C -5.42 2.39 3.24
C -4.33 2.77 4.34
N -3.89 4.14 4.35
C -4.73 5.29 4.77
C -5.74 5.70 3.75
N -5.31 5.66 2.35
C -6.37 5.18 1.49
C -6.40 3.64 1.31
N -5.30 3.01 1.94
H -6.44 2.67 3.64
H -5.30 1.31 3.10
H -3.52 2.09 4.16
H -4.74 2.54 5.34
H -2.91 4.36 4.35
H -4.05 6.15 4.91
H -5.26 5.10 5.67
H -6.12 6.79 3.93
H -6.56 5.00 3.87
H -4.41 5.11 2.30
H -6.32 5.60 0.49
H -7.29 5.61 1.90
H -6.46 3.46 0.20
H -7.38 3.34 1.70
H -4.36 3.01 1.57
C 4.65 0.49 0.54
Si 3.29 1.81 0.57
C 2.13 1.68 1.99
C 4.23 3.46 0.75
C 5.63 3.49 0.83
C 6.24 4.60 1.43
C 5.52 5.69 1.89
C 4.13 5.71 1.65
C 3.53 4.60 1.14
H 5.54 0.76 1.12
H 4.94 0.45 -0.46
H 4.35 -0.50 0.78
H 2.71 2.27 2.73
H 1.97 0.66 2.39
H 1.08 2.03 1.94
H 6.25 2.75 0.33
H 7.30 4.56 1.69
H 6.10 6.38 2.48
H 3.52 6.51 2.03
H 2.41 4.58 1.08
O -2.01 -4.31 0.08
S -2.63 -3.01 0.42
O -3.95 -2.71 -0.12
N -1.45 -1.88 0.05
C -0.95 -1.41 1.21
O 0.13 -0.75 1.29
C -1.65 -1.77 2.44
C -1.52 -1.39 3.77
C -2.20 -2.15 4.80
C -3.07 -3.15 4.46
C -3.26 -3.46 3.11
C -2.53 -2.82 2.15
H -0.77 -0.57 3.98
H -2.01 -1.94 5.86
H -3.67 -3.59 5.21
H -4.00 -4.21 2.81
C 3.04 3.10 -2.62
C 2.08 2.06 -2.01
O 0.99 1.69 -2.51
N 2.36 1.54 -0.82
Te 1.59 -1.78 -1.66
C 2.78 -3.64 -1.09
C 2.50 -4.32 0.10
C 1.42 -3.90 1.07
C 3.16 -5.50 0.35
C 4.06 -6.01 -0.62
C 4.86 -7.27 -0.46
C 4.32 -5.27 -1.78
C 3.74 -4.03 -1.96
C 4.00 -3.35 -3.29
C 0.94 -2.25 -3.73
C -0.07 -3.26 -3.87
C -0.76 -3.90 -2.76
C -0.61 -3.44 -5.16
C -0.22 -2.67 -6.23
C -0.62 -3.10 -7.61
C 0.60 -1.57 -6.04
C 1.25 -1.39 -4.81
C 2.25 -0.29 -4.56
H 3.38 2.78 -3.63
H 3.95 3.14 -2.02
H 2.54 4.08 -2.72
H 0.86 -4.78 1.51
H 0.71 -3.40 0.48
H 1.81 -3.28 1.93
H 3.02 -6.05 1.29
H 5.56 -7.40 -1.30
H 4.19 -8.12 -0.42
H 5.43 -7.23 0.55
H 4.83 -5.68 -2.64
H 4.50 -4.14 -3.88
H 4.77 -2.55 -3.20
H 3.15 -2.96 -3.83
H -1.81 -3.60 -2.78
H -0.39 -3.67 -1.73
H -0.74 -4.97 -2.83
H -1.35 -4.21 -5.29
H -1.53 -3.74 -7.64
H 0.23 -3.63 -8.06
H -0.81 -2.25 -8.29
H 0.67 -0.82 -6.82
H 2.34 0.36 -5.43
H 3.28 -0.64 -4.36
H 1.91 0.33 -3.71
C -2.72 0.77 -1.24
C -1.91 1.64 -0.31
O -2.46 2.42 0.42
O -0.55 1.48 -0.21
H -3.70 0.55 -0.74
H -2.14 -0.15 -1.48
H -2.97 1.30 -2.18
*
```

---

Below is a structure of composition C43H60BF4KN8OS, with properties calculated with wB97M-V/def2-TZVPD.

Calculated values
energy relative to the best compared isomer or geometry (same formula, charge and spin): 19.3 kJ/mol
HOMO energy: -0.6379 eV
gap between HOMO and LUMO: 0.1646 hartree
LUMO energy: 0.141 Eh

```
! wB97M-V def2-TZVPD RIJCOSX def2/J DEFGRID3
* xyz -2 1
K -0.74 -0.20 1.72
C -2.56 2.26 0.11
N -1.99 2.44 1.44
C -3.03 2.53 2.44
C -1.08 3.58 1.44
C -0.53 3.96 2.80
N 0.12 2.83 3.43
C 0.51 2.93 4.70
C 1.01 1.75 5.35
F 1.00 0.60 4.65
C 1.46 1.73 6.64
F 1.90 0.55 7.15
C 1.47 2.86 7.45
C 0.99 4.01 6.87
F 0.98 5.16 7.59
C 0.53 4.07 5.57
F 0.13 5.29 5.12
H -3.18 1.36 0.09
H -1.76 2.10 -0.61
H -3.18 3.13 -0.19
H -3.66 3.43 2.32
H -2.59 2.54 3.44
H -3.68 1.65 2.36
H -1.58 4.47 1.01
H -0.25 3.32 0.77
H -1.35 4.36 3.41
H 0.15 4.81 2.63
H 1.82 2.83 8.47
N -3.02 -3.89 2.92
C -1.94 -2.97 2.48
O -2.22 -1.70 2.68
C -1.20 -3.47 1.24
C -0.52 -3.53 2.61
H -3.47 -3.37 3.67
H -2.62 -4.72 3.34
H -0.81 -2.75 0.52
H -1.53 -4.41 0.81
H 0.28 -2.82 2.79
H -0.36 -4.51 3.05
C 6.37 -2.35 1.76
C 4.90 -2.56 2.12
C 4.09 -1.30 2.09
N 2.91 -1.23 1.60
N 2.32 0.00 1.72
C 3.08 0.86 2.32
N 2.74 2.16 2.54
S 4.64 0.21 2.76
H 6.90 -3.31 1.75
H 6.87 -1.70 2.48
H 6.46 -1.90 0.77
H 4.82 -3.01 3.12
H 4.41 -3.24 1.42
H 1.72 2.32 2.67
H 3.27 2.62 3.26
C -2.35 2.03 -5.55
C -2.14 2.06 -4.04
C -2.14 3.51 -3.53
C -3.17 1.21 -3.32
C -4.50 1.60 -3.31
C -5.46 0.87 -2.63
C -5.07 -0.26 -1.92
C -3.75 -0.69 -1.90
C -3.34 -1.91 -1.11
C -4.31 -2.29 0.00
C -3.12 -3.10 -2.06
C -2.80 0.04 -2.63
N -1.45 -0.40 -2.69
B -0.43 -0.31 -1.61
N 0.75 -0.71 -2.43
C 0.40 -1.04 -3.74
C -0.92 -0.84 -3.90
C 2.11 -0.87 -2.05
C 2.57 -2.16 -1.71
C 3.93 -2.36 -1.49
C 4.82 -1.30 -1.54
C 4.35 -0.03 -1.80
C 3.00 0.22 -2.06
C 2.60 1.66 -2.34
C 1.90 1.88 -3.68
C 1.79 2.27 -1.19
C 1.61 -3.32 -1.58
C 1.84 -4.08 -0.27
C 1.70 -4.26 -2.78
H -1.59 2.62 -6.06
H -3.33 2.44 -5.82
H -2.30 1.01 -5.93
H -1.16 1.64 -3.82
H -3.08 4.01 -3.77
H -1.33 4.07 -4.00
H -2.00 3.54 -2.45
H -4.79 2.50 -3.84
H -6.49 1.19 -2.63
H -5.81 -0.81 -1.35
H -2.38 -1.68 -0.65
H -5.23 -2.73 -0.40
H -4.58 -1.42 0.61
H -3.86 -3.01 0.68
H -4.04 -3.35 -2.58
H -2.79 -3.97 -1.49
H -2.35 -2.86 -2.80
H 1.12 -1.39 -4.47
H -1.52 -0.99 -4.78
H 4.28 -3.35 -1.25
H 5.88 -1.47 -1.38
H 5.04 0.81 -1.81
H 3.55 2.21 -2.39
H 0.92 1.41 -3.70
H 2.49 1.46 -4.51
H 1.78 2.95 -3.86
H 0.84 1.75 -1.07
H 1.61 3.33 -1.39
H 2.33 2.18 -0.25
H 0.60 -2.90 -1.55
H 2.78 -4.64 -0.30
H 1.04 -4.81 -0.11
H 1.85 -3.40 0.58
H 2.71 -4.68 -2.87
H 1.46 -3.75 -3.71
H 1.00 -5.10 -2.67
*
```

---

Below is a structure of composition C43H60N7O5STi, with properties calculated with wB97M-V/def2-TZVPD.

Calculated values
energy relative to the best compared isomer or geometry (same formula, charge and spin): 0.0 kJ/mol
HOMO energy (alpha / beta): -3.1071 / -4.2481 eV
gap between HOMO and LUMO (alpha / beta): 0.1949 / 0.2367 hartree
LUMO energy (alpha / beta): 0.081 / 0.081 Eh

```
! wB97M-V def2-TZVPD RIJCOSX def2/J DEFGRID3
* xyz -1 3
Ti 0.23 1.32 0.01
C 0.77 -0.58 -3.74
C 0.56 0.58 -2.82
O 0.30 0.34 -1.65
C 0.69 1.95 -3.31
C 1.02 2.19 -4.65
C 1.20 3.45 -5.14
C 1.04 4.54 -4.27
C 0.72 4.36 -2.95
C 0.53 3.05 -2.42
O 0.22 2.92 -1.18
H 0.61 -1.50 -3.19
H 1.80 -0.56 -4.12
H 0.09 -0.55 -4.59
H 1.15 1.34 -5.31
H 1.45 3.61 -6.18
H 1.18 5.55 -4.64
H 0.59 5.19 -2.28
C 1.92 0.17 4.16
C 1.90 -1.32 3.78
C 0.47 -1.85 3.72
C 2.80 -1.67 2.60
C 4.12 -1.96 2.92
C 5.02 -2.42 1.97
C 4.60 -2.61 0.67
C 3.30 -2.32 0.29
C 2.88 -2.56 -1.16
C 3.97 -2.15 -2.16
C 2.53 -4.03 -1.40
C 2.41 -1.82 1.26
N 1.09 -1.44 0.87
C 0.20 -2.41 0.54
C -1.15 -2.46 0.14
N -1.99 -1.54 -0.27
C -3.34 -1.86 -0.19
C -4.15 -1.79 -1.35
C -5.51 -2.07 -1.25
C -6.09 -2.40 -0.03
C -5.30 -2.46 1.10
C -3.94 -2.19 1.05
C -3.14 -2.22 2.35
C -2.93 -3.65 2.85
C -3.78 -1.38 3.46
C -3.59 -1.47 -2.72
C -3.04 -0.05 -2.83
C -2.56 -2.51 -3.18
H 1.45 0.30 5.14
H 1.35 0.75 3.43
H 2.94 0.55 4.21
H 2.38 -1.84 4.62
H -0.16 -1.24 3.07
H 0.04 -1.83 4.72
H 0.44 -2.88 3.36
H 4.44 -1.85 3.95
H 6.05 -2.64 2.25
H 5.30 -2.99 -0.06
H 2.00 -1.94 -1.34
H 4.82 -2.83 -2.11
H 4.31 -1.13 -2.00
H 3.56 -2.22 -3.17
H 3.43 -4.65 -1.28
H 2.17 -4.17 -2.42
H 1.77 -4.41 -0.73
H 0.62 -3.39 0.71
H -1.51 -3.49 0.22
H -6.12 -2.02 -2.14
H -7.15 -2.62 0.03
H -5.75 -2.71 2.05
H -2.16 -1.78 2.15
H -3.90 -4.12 3.06
H -2.35 -3.65 3.77
H -2.41 -4.26 2.11
H -4.75 -1.80 3.77
H -3.94 -0.35 3.14
H -3.13 -1.37 4.33
H -4.44 -1.54 -3.42
H -2.25 0.11 -2.09
H -3.82 0.69 -2.66
H -2.63 0.13 -3.83
H -2.26 -2.32 -4.21
H -2.97 -3.52 -3.12
H -1.67 -2.46 -2.55
O -0.51 0.13 1.29
N 0.84 -0.12 1.29
C 5.39 4.07 0.50
N 4.35 3.31 -0.13
C 4.51 2.68 -1.43
C 3.41 1.62 -1.39
O 3.20 0.85 -2.30
N 2.74 1.71 -0.20
C 3.39 2.61 0.53
N 3.19 2.76 1.83
H 5.84 4.74 -0.24
H 6.18 3.43 0.92
H 4.98 4.70 1.29
H 5.49 2.21 -1.54
H 4.33 3.37 -2.26
H 2.34 2.32 2.18
H 3.42 3.63 2.30
S 0.56 4.74 3.68
C 0.36 3.65 2.47
N 0.31 2.85 1.62
C -4.67 1.13 0.94
C -3.22 1.28 1.40
O -2.48 2.20 0.60
C -2.81 3.55 0.91
C -2.19 4.50 -0.08
H -5.19 0.39 1.55
H -4.70 0.78 -0.09
H -5.23 2.07 1.01
H -2.70 0.33 1.30
H -3.17 1.59 2.45
H -2.47 3.77 1.93
H -3.90 3.67 0.90
H -1.11 4.39 -0.10
H -2.43 5.53 0.22
H -2.57 4.33 -1.08
*
```

---

Per-record E, a.u.: -2911.83427 -3449.07404 -3610.27954 -3681.83418
Per-record molar mass, u: 986.806 1029.789 862.977 834.931